{
  "formula": "B2ClH8MgTi",
  "method": "ωB97M-V/def2-TZVPD",
  "species": ["Mg", "Ti", "Cl", "B", "H", "H", "H", "H", "B", "H", "H", "H", "H"],
  "positions_angstrom": [[0.254543, 0.921816, 0.090982], [-1.691097, -0.770704, 4.050232], [-0.333287, 0.830766, 2.251052], [1.752473, -0.509844, -0.185848], [2.449483, -1.261074, 0.151892], [0.710583, -0.744124, -0.031488], [1.944873, 0.462026, 0.241572], [1.832403, -0.434474, -1.259238], [-1.384557, 0.283466, -1.057498], [-1.583557, -0.684474, -0.624218], [-2.155187, 0.499546, -1.781148], [-1.391017, 1.086146, -0.336448], [-0.405657, 0.320926, -1.509838]],
  "atomic_forces_ev_per_a": [[0.2234, 0.0447, -0.3347], [0.7283, 0.7985, -1.1196], [-0.8783, -0.4085, 2.5137], [0.7935, -1.2838, -0.4436], [2.3197, -2.4013, 1.6359], [-3.2600, -2.0755, 0.9997], [1.6953, 4.1221, 2.0325], [0.3819, 0.5156, -3.9868], [-1.1797, -0.2067, -1.1251], [-0.3722, -3.3551, 1.9687], [-2.5470, 1.0234, -2.6074], [-1.3469, 3.3810, 2.9646], [3.4421, -0.1543, -2.4979]],
  "mulliken_charge": [0.129, 0.655, -0.491, 0.295, -0.170, -0.063, -0.105, -0.156, 0.434, -0.219, -0.168, -0.073, -0.068],
  "orbital_gap_ev": [6.589, 8.197],
  "e_above_lowest_kj_mol": 177.5,
  "spin_multiplicity": 4,
  "e_homo_ev": [-8.609, -9.671],
  "total_energy_ev": -42558.1228
}